1.
Computed, not measured: 2 unconnected molecules or ions with the total composition C4H11NO3 in a non-equilibrium geometry, with wB97M-V/def2-TZVPD.

## Properties
**Lowest unoccupied orbital energy**: 0.6037 eV
**HOMO-LUMO gap**: 0.3896 hartree
**Highest occupied orbital energy**: -10.0 eV
**SMILES**: C[C@@H](O)CC(N)=O.O
**ΔE to the lowest compared entry with this formula, charge and spin**: 200.2 kJ/mol

Cartesian coordinates (Å):
C -0.89872 0.70231 0.03525
C -0.62718 -0.25126 -1.13614
C -1.78343 -1.11388 -1.50106
O -0.24088 0.64052 -2.24498
C 0.03622 0.44095 1.23730
N -0.14580 1.00547 2.45785
O 1.04806 -0.23213 1.09073
H -0.88516 1.61761 -0.28460
H -1.97159 0.54579 0.41939
H 0.35883 -0.98307 -0.81214
H -2.64956 -0.68247 -1.91434
H -1.47260 -1.79324 -2.23980
H -2.07390 -1.82860 -0.70016
H 0.72767 0.85739 -2.09260
H -0.76683 1.73910 2.80577
H 0.32140 0.61655 3.24397
H 3.37399 0.25150 0.74081
H 3.58769 -1.20406 0.56677
O 4.06177 -0.32848 0.32799

2.
Computed, not measured: 3 unconnected molecules or ions with the total composition H6O3, with wB97M-V/def2-TZVPD.

## Properties
**Lowest unoccupied orbital energy**: 0.6982 eV
**HOMO-LUMO gap**: 0.4105 hartree
**Highest occupied orbital energy**: -10.5 eV
**SMILES**: O.O.O
**ΔE to the lowest compared entry with this formula, charge and spin**: 40.2 kJ/mol

Cartesian coordinates (Å):
O 1.63421 -0.46843 1.56754
H 1.17138 0.06541 2.21332
H 1.30484 -1.35591 1.70940
O 0.90489 0.37919 -1.19975
H 0.04703 0.07326 -0.90526
H 1.43203 0.42000 -0.40181
O -1.94313 0.28572 -0.67303
H -2.50250 1.00032 -0.97749
H -2.04876 -0.39956 -1.33292

3.
Computed, not measured: a molecular structure, C28H29AuNP2SSe4, with wB97M-V/def2-TZVPD.

## Properties
**Lowest unoccupied orbital energy**: 2.3010 eV
**HOMO-LUMO gap**: 0.2218 hartree
**Charge**: -1
**Highest occupied orbital energy**: -3.7 eV

Cartesian coordinates (Å):
Au 0.77423 2.14907 2.40287
C -1.96720 4.00277 -1.76610
S -2.57258 2.64105 -2.78269
C -1.03154 1.77743 -3.19647
C -0.65553 0.62815 -2.26644
C -0.22687 1.10124 -0.88881
N 0.23525 -0.00014 -0.01147
P -0.91246 -0.96864 0.88313
C -1.18185 -2.40788 -0.21790
C -2.15525 -3.32772 0.17713
C -2.37666 -4.48547 -0.55105
C -1.60866 -4.75798 -1.67604
C -0.61942 -3.86577 -2.06088
C -0.40847 -2.70006 -1.33574
C -2.48043 -0.05012 0.70513
C -2.63433 1.04879 1.55366
C -3.76746 1.84449 1.47412
C -4.77705 1.52247 0.57830
C -4.64742 0.41228 -0.24474
C -3.50037 -0.36490 -0.19075
P 1.52341 0.49760 1.02321
C 2.06112 -1.08559 1.75351
C 2.39328 -2.17855 0.95428
C 2.78143 -3.37252 1.53878
C 2.85890 -3.47372 2.92306
C 2.54643 -2.38304 3.71964
C 2.14186 -1.18935 3.13706
C 2.89584 0.79743 -0.13821
C 2.90855 0.39104 -1.46763
C 4.01074 0.65176 -2.27095
C 5.11270 1.31095 -1.74747
C 5.10801 1.71556 -0.41870
C 4.00203 1.46920 0.37884
H -2.84079 4.58607 -1.47614
H -1.29272 4.64187 -2.33500
H -1.48665 3.66540 -0.84941
H -0.22819 2.51762 -3.24486
H -1.16846 1.39213 -4.20791
H 0.16139 0.06345 -2.72957
H -1.50122 -0.05824 -2.18244
H -1.03797 1.65400 -0.41103
H 0.59289 1.81961 -0.99136
H -2.74774 -3.13009 1.06443
H -3.14343 -5.18174 -0.23482
H -1.77459 -5.66610 -2.24176
H -0.00725 -4.07599 -2.92955
H 0.37268 -2.01070 -1.62785
H -1.86265 1.30212 2.27431
H -3.84345 2.71131 2.11824
H -5.66535 2.13944 0.51800
H -5.43046 0.16469 -0.95081
H -3.39913 -1.21807 -0.85122
H 2.33701 -2.09521 -0.12544
H 3.02192 -4.22542 0.91631
H 3.16295 -4.40760 3.37979
H 2.60457 -2.46164 4.79764
H 1.86489 -0.33440 3.74499
H 2.05663 -0.14056 -1.87400
H 4.00676 0.33684 -3.30729
H 5.97117 1.51657 -2.37447
H 5.96184 2.23769 -0.00596
H 3.98528 1.81387 1.40728
Se -0.05321 1.87720 4.74682
Se -0.66256 4.11778 5.17661
Se -1.75223 4.68572 3.21360
Se -0.03221 4.41257 1.62215

4.
Computed, not measured: a molecular structure, C17H23N5O2S in a non-equilibrium geometry, with wB97M-V/def2-TZVPD.

## Properties
**Lowest unoccupied orbital energy**: -0.8067 eV
**HOMO-LUMO gap**: 0.2788 hartree
**Highest occupied orbital energy**: -8.4 eV
**ΔE to the lowest compared entry with this formula, charge and spin**: 112.0 kJ/mol

Cartesian coordinates (Å):
O -0.03225 0.55136 -1.53222
O -2.26959 -3.06802 1.37282
N 4.23306 5.22911 -3.05696
N 1.77474 4.84540 -3.45415
S 2.86192 6.16177 -3.49319
C 0.95099 -0.18019 -1.50011
C -1.92003 -1.89805 1.50086
C 4.06229 1.70742 -2.21527
C 2.66604 1.52953 -2.26650
C 4.63347 2.94265 -2.52160
C 1.87078 2.58340 -2.76313
C 3.83682 3.99749 -2.88828
C 2.46394 3.81673 -3.06537
N 2.23524 0.23729 -1.85928
N -2.68052 -1.04891 2.31170
N 0.79488 -1.51006 -1.12113
C -2.83732 1.30212 1.37407
C -4.96625 -1.59597 1.65097
C -2.34309 0.36592 2.53634
C -3.97489 -1.55158 2.80655
C 1.89088 -2.26249 -0.50503
C -0.51242 -1.95850 -0.58979
C 1.89989 -1.85534 0.97489
C 0.55830 -2.11678 1.67408
C -0.58189 -1.52162 0.87560
H 4.72490 0.92372 -1.89132
H 5.70513 3.09580 -2.46501
H 0.78420 2.45541 -2.85312
H 2.95616 -0.43840 -1.63157
H -2.33005 2.29003 1.47110
H -3.92321 1.41048 1.41638
H -2.61172 0.91222 0.38739
H -5.13787 -0.56249 1.25316
H -5.94086 -2.04592 1.95196
H -4.60075 -2.16558 0.82248
H -2.75151 0.77472 3.46980
H -1.27758 0.45483 2.68806
H -4.36323 -0.86063 3.55425
H -3.87342 -2.56029 3.24870
H 2.84476 -1.98871 -0.96254
H 1.76310 -3.35085 -0.69413
H -1.37067 -1.53601 -1.09860
H -0.57814 -3.04062 -0.77795
H 2.10711 -0.79791 1.02763
H 2.68461 -2.40259 1.51517
H 0.65206 -1.62974 2.67007
H 0.41002 -3.19670 1.82298
H -0.48804 -0.44344 0.82922

What did the first record say?
Computed, not measured: 2 unconnected molecules or ions with the total composition C4H11NO3 in a non-equilibrium geometry, with wB97M-V/def2-TZVPD.

## Properties
**Lowest unoccupied orbital energy**: 0.6037 eV
**HOMO-LUMO gap**: 0.3896 hartree
**Highest occupied orbital energy**: -10.0 eV
**SMILES**: C[C@@H](O)CC(N)=O.O
**ΔE to the lowest compared entry with this formula, charge and spin**: 200.2 kJ/mol

Cartesian coordinates (Å):
C -0.89872 0.70231 0.03525
C -0.62718 -0.25126 -1.13614
C -1.78343 -1.11388 -1.50106
O -0.24088 0.64052 -2.24498
C 0.03622 0.44095 1.23730
N -0.14580 1.00547 2.45785
O 1.04806 -0.23213 1.09073
H -0.88516 1.61761 -0.28460
H -1.97159 0.54579 0.41939
H 0.35883 -0.98307 -0.81214
H -2.64956 -0.68247 -1.91434
H -1.47260 -1.79324 -2.23980
H -2.07390 -1.82860 -0.70016
H 0.72767 0.85739 -2.09260
H -0.76683 1.73910 2.80577
H 0.32140 0.61655 3.24397
H 3.37399 0.25150 0.74081
H 3.58769 -1.20406 0.56677
O 4.06177 -0.32848 0.32799

Question: Number 2 is which compound?
Answer: H6O3

What did the third record say?
Computed, not measured: a molecular structure, C28H29AuNP2SSe4, with wB97M-V/def2-TZVPD.

## Properties
**Lowest unoccupied orbital energy**: 2.3010 eV
**HOMO-LUMO gap**: 0.2218 hartree
**Charge**: -1
**Highest occupied orbital energy**: -3.7 eV

Cartesian coordinates (Å):
Au 0.77423 2.14907 2.40287
C -1.96720 4.00277 -1.76610
S -2.57258 2.64105 -2.78269
C -1.03154 1.77743 -3.19647
C -0.65553 0.62815 -2.26644
C -0.22687 1.10124 -0.88881
N 0.23525 -0.00014 -0.01147
P -0.91246 -0.96864 0.88313
C -1.18185 -2.40788 -0.21790
C -2.15525 -3.32772 0.17713
C -2.37666 -4.48547 -0.55105
C -1.60866 -4.75798 -1.67604
C -0.61942 -3.86577 -2.06088
C -0.40847 -2.70006 -1.33574
C -2.48043 -0.05012 0.70513
C -2.63433 1.04879 1.55366
C -3.76746 1.84449 1.47412
C -4.77705 1.52247 0.57830
C -4.64742 0.41228 -0.24474
C -3.50037 -0.36490 -0.19075
P 1.52341 0.49760 1.02321
C 2.06112 -1.08559 1.75351
C 2.39328 -2.17855 0.95428
C 2.78143 -3.37252 1.53878
C 2.85890 -3.47372 2.92306
C 2.54643 -2.38304 3.71964
C 2.14186 -1.18935 3.13706
C 2.89584 0.79743 -0.13821
C 2.90855 0.39104 -1.46763
C 4.01074 0.65176 -2.27095
C 5.11270 1.31095 -1.74747
C 5.10801 1.71556 -0.41870
C 4.00203 1.46920 0.37884
H -2.84079 4.58607 -1.47614
H -1.29272 4.64187 -2.33500
H -1.48665 3.66540 -0.84941
H -0.22819 2.51762 -3.24486
H -1.16846 1.39213 -4.20791
H 0.16139 0.06345 -2.72957
H -1.50122 -0.05824 -2.18244
H -1.03797 1.65400 -0.41103
H 0.59289 1.81961 -0.99136
H -2.74774 -3.13009 1.06443
H -3.14343 -5.18174 -0.23482
H -1.77459 -5.66610 -2.24176
H -0.00725 -4.07599 -2.92955
H 0.37268 -2.01070 -1.62785
H -1.86265 1.30212 2.27431
H -3.84345 2.71131 2.11824
H -5.66535 2.13944 0.51800
H -5.43046 0.16469 -0.95081
H -3.39913 -1.21807 -0.85122
H 2.33701 -2.09521 -0.12544
H 3.02192 -4.22542 0.91631
H 3.16295 -4.40760 3.37979
H 2.60457 -2.46164 4.79764
H 1.86489 -0.33440 3.74499
H 2.05663 -0.14056 -1.87400
H 4.00676 0.33684 -3.30729
H 5.97117 1.51657 -2.37447
H 5.96184 2.23769 -0.00596
H 3.98528 1.81387 1.40728
Se -0.05321 1.87720 4.74682
Se -0.66256 4.11778 5.17661
Se -1.75223 4.68572 3.21360
Se -0.03221 4.41257 1.62215

Question: Look up the lowest unoccupied orbital energy of the second one.
Answer: 0.6982 eV